A molecular structure, C2I2O2 at a distorted geometry. Source: the OMol25 dataset; level of theory: ωB97M-V/def2-TZVPD.

```
! wB97M-V def2-TZVPD RIJCOSX def2/J DEFGRID3
* xyz 0 1
C -1.08826 -0.46859 0.26514
C 2.08255 0.19693 -0.12463
O -0.46139 -1.41437 0.47447
O 3.02906 0.67287 -0.56638
I -3.18471 -0.61297 -0.08754
I -0.37724 1.62614 0.03893
*
```

Results
**E_LUMO**: -1.262 eV

3 unconnected molecules or ions with the total composition C8H17N4O5P at a distorted geometry. Source: the OMol25 dataset; level of theory: ωB97M-V/def2-TZVPD.

```
! wB97M-V def2-TZVPD RIJCOSX def2/J DEFGRID3
* xyz 0 1
O -2.88108 5.09810 -0.22191
C -2.37586 4.40494 0.56681
N -1.89105 3.65144 1.38835
P -0.40842 2.80586 0.93348
C -0.83875 1.12462 1.50731
O -0.58453 1.10536 2.92312
N -1.56618 0.27467 3.58193
O -1.19358 -0.81620 3.67991
H -0.50903 2.63745 -0.45083
H -0.15095 0.44770 1.00115
H -1.87531 0.87029 1.29228
C -3.14783 -1.56306 -3.34478
N -2.59026 -0.68938 -2.33127
C -1.62070 0.24950 -2.47190
C -1.02103 0.43682 -3.84488
O -1.25316 0.91458 -1.51523
H -4.22041 -1.39235 -3.44810
H -2.99085 -2.60886 -3.07622
H -2.67602 -1.37930 -4.30380
H -2.94855 -0.76303 -1.39214
H -0.26866 1.21615 -3.78280
H -0.54950 -0.48335 -4.19125
H -1.78376 0.73552 -4.56472
C 3.13849 -2.82376 2.30792
N 2.48493 -1.86601 1.43934
C 2.83426 -0.57499 1.19476
C 4.05714 -0.03859 1.90182
O 2.17563 0.11625 0.43603
H 3.46753 -3.69533 1.73933
H 2.45452 -3.16103 3.08844
H 4.00499 -2.37498 2.78117
H 1.66081 -2.16161 0.94047
H 4.19277 0.99563 1.60281
H 3.92854 -0.08035 2.98378
H 4.94659 -0.60796 1.62934
*
```

Results
**E_LUMO**: 0.097 eV
**Relative energy (zero: lowest compared OMol25 entry of this formula, charge and spin)**: 0.0 kcal per mole

A molecular structure, C54H52EuO4P2S2Se at a distorted geometry. Source: the OMol25 dataset; level of theory: ωB97M-V/def2-TZVPD.

```
! wB97M-V def2-TZVPD RIJCOSX def2/J DEFGRID3
* xyz 0 8
Eu 0.42345 0.08607 -0.64632
O 1.47922 -0.55663 1.43406
S 2.26355 -1.25229 2.56481
C 3.67489 -2.28488 1.78308
C 3.93708 -2.31906 0.28968
C 4.89993 -1.22799 -0.18009
C 4.86617 -1.01976 -1.68321
S 3.66778 0.28475 -2.18126
O 2.67678 0.50126 -1.02422
C 4.73536 1.68475 -2.08427
C 4.65207 2.51130 -0.98550
C 5.34802 3.72097 -1.00285
C 6.17073 4.01261 -2.07493
C 6.36658 3.11964 -3.14095
C 5.67943 1.91657 -3.09474
C 3.31069 -0.00796 3.36566
C 3.79190 1.06907 2.66980
C 4.71907 1.94991 3.26245
C 5.18980 1.70410 4.54392
C 4.67501 0.61754 5.24453
C 3.68146 -0.19642 4.70720
H 3.42568 -3.25323 2.18879
H 4.58169 -1.95592 2.34765
H 2.97611 -2.24670 -0.26095
H 4.41556 -3.27644 0.04957
H 5.87449 -1.55425 0.18020
H 4.73338 -0.28280 0.33755
H 4.60911 -1.90237 -2.28697
H 5.81764 -0.68593 -2.09119
H 3.95198 2.24572 -0.16279
H 5.21358 4.41060 -0.15871
H 6.72413 4.96205 -2.07312
H 7.02333 3.34650 -3.95149
H 5.76921 1.21334 -3.92775
H 3.37845 1.28526 1.67638
H 5.07945 2.79802 2.69713
H 5.99287 2.33124 4.96516
H 5.05867 0.41741 6.24288
H 3.29882 -1.06507 5.26283
O -3.13714 -0.23119 1.13065
C -4.17127 0.66995 0.93418
C -5.52267 0.30031 0.95174
C -6.49758 1.31075 0.99838
C -6.11927 2.62409 0.82210
C -4.77854 2.95352 0.56515
C -3.73774 2.01092 0.63310
P -2.02019 2.38345 0.12553
C -2.35876 4.00964 -0.68882
C -1.96217 5.30140 -0.24968
C -1.87002 6.33121 -1.18361
C -2.32280 6.15089 -2.50016
C -2.89961 4.95584 -2.89493
C -2.97450 3.94003 -1.96198
C -1.22025 2.79814 1.65414
C -1.73740 2.39878 2.90404
C -1.03719 2.71920 4.06887
C 0.12940 3.46893 4.00908
C 0.61152 3.94453 2.79490
C -0.05659 3.61709 1.62393
C -3.43160 -1.42231 1.81198
C -4.14008 -1.36334 3.03311
C -4.48976 -2.58240 3.59423
C -4.25857 -3.77702 2.91875
C -3.50897 -3.81297 1.76067
C -2.99735 -2.61246 1.21386
P -2.00056 -2.54789 -0.26435
C -1.00233 -4.08659 -0.22160
C -0.58788 -4.79928 0.92338
C 0.50050 -5.66891 0.89839
C 1.07013 -5.93226 -0.32240
C 0.57365 -5.36611 -1.51130
C -0.47491 -4.47752 -1.45107
C -3.21422 -2.88588 -1.55894
C -3.93026 -1.78854 -2.09625
C -4.83045 -1.97049 -3.14010
C -4.98505 -3.25748 -3.72524
C -4.35028 -4.33031 -3.15334
C -3.53951 -4.18501 -2.00033
H -5.79366 -0.75485 0.95321
H -7.52502 0.96914 1.10505
H -6.83719 3.45675 0.78968
H -4.53386 3.99796 0.43583
H -1.70054 5.49695 0.78759
H -1.47810 7.28891 -0.89218
H -2.17535 6.98292 -3.20682
H -3.26492 4.77693 -3.89087
H -3.46802 3.01633 -2.20133
H -2.71085 1.91163 2.98517
H -1.45565 2.41033 5.01962
H 0.70136 3.74966 4.90962
H 1.52432 4.55022 2.77188
H 0.23168 4.05310 0.67211
H -4.46195 -0.44552 3.56096
H -5.00562 -2.62744 4.53646
H -4.63346 -4.72378 3.32385
H -3.32353 -4.77627 1.28785
H -1.05406 -4.66477 1.88221
H 0.94503 -6.08003 1.79573
H 1.91512 -6.60040 -0.32349
H 1.05558 -5.64724 -2.44896
H -0.90429 -4.08984 -2.37591
H -3.81971 -0.78257 -1.69597
H -5.40219 -1.12669 -3.49861
H -5.62595 -3.40271 -4.60131
H -4.42056 -5.36920 -3.51330
H -3.10000 -5.08680 -1.53559
Se 0.65383 2.05671 -2.94111
C 0.87072 -2.51565 -4.57094
C 0.17148 -1.25096 -3.99355
O 0.65335 -0.95311 -2.66448
H 1.49790 -3.02694 -3.79956
H 1.49846 -2.26794 -5.42769
H 0.10035 -3.21895 -4.85094
H -0.88389 -1.42506 -3.96356
H 0.30691 -0.35103 -4.58808
H 0.59939 0.57851 -3.08067
*
```

Results
**<S²>**: 15.7600
**E_LUMO (spin up / spin down)**: 0.185 / 0.183 eV

In Ha, the energy values for the records above are, in order, -822.0472 -1251.5193 -6980.6261.